18
Properties=species:S:1:pos:R:3:forces:R:3 method="wB97M-V/def2-TZVPD" de_lowest_kj_mol=832.9 orbital_gap_ev=9.90 fmax_ev_per_a=8.03 homo_energy_ha=-0.33453 total_charge=0
C -0.231112 -0.505193 -0.223108 2.7 -2.7 0.9
C -1.624629 -0.566070 -0.455608 -5.4 -1.4 1.3
C -0.404577 0.998442 -0.304013 2.1 0.0 1.4
C 1.028022 1.296602 0.425707 -0.3 -0.5 2.6
C 1.182678 -0.812404 -0.913853 -3.2 -1.7 7.2
H 1.247265 -1.579183 1.086309 -5.2 2.3 0.8
H -0.660377 -1.868969 1.491424 2.2 2.8 -1.6
H -1.908489 -0.312536 -1.378570 -0.5 0.0 -4.4
H -2.377612 -1.400255 -0.209270 1.5 0.9 0.4
H -2.059282 0.686848 1.196874 1.0 0.7 -2.7
H -0.271680 1.095847 -1.397173 -0.8 1.2 0.5
H 1.885975 2.093989 0.330832 -2.7 -0.4 -0.1
H 0.928452 0.930896 1.561617 -0.4 2.0 -2.0
H 1.458423 -0.452966 -1.773030 0.9 0.8 -5.6
H 1.497060 -1.919763 -0.551769 -0.3 2.7 -1.4
N 0.032528 -1.014363 1.156542 2.2 -4.6 1.4
N -1.943173 0.828462 0.101444 1.8 -0.6 2.6
O 1.741559 0.194891 -0.042236 4.2 -1.4 -1.1